{
  "formula": "C5H9BrO",
  "method": "the ωB97M-V functional and the def2-TZVPD basis",
  "species": ["C", "C", "C", "C", "C", "O", "Br", "H", "H", "H", "H", "H", "H", "H", "H", "H"],
  "positions_angstrom": [[2.994, -0.957, -0.198], [0.670, -0.351, -0.171], [0.734, 0.637, -1.378], [-1.566, 0.171, 0.948], [-0.568, -0.894, 0.457], [1.753, -0.975, 0.219], [4.311, -1.344, 1.251], [3.261, -0.100, -0.940], [1.166, 1.567, -1.057], [-0.168, 1.005, -1.674], [1.274, 0.249, -2.210], [-1.052, 1.097, 1.206], [-2.199, -0.278, 1.834], [-2.436, 0.305, 0.323], [-1.113, -1.483, -0.211], [-0.172, -1.473, 1.207]],
  "lowdin_spin": [0.66, 0.59, 0.07, 0.03, 0.08, 0.31, 0.15, 0.04, 0.02, 0.00, 0.01, 0.00, 0.00, 0.00, 0.03, 0.00],
  "charge": 0,
  "spin_multiplicity": 3,
  "total_energy_ha": -2844.979275,
  "fmax_ha_per_bohr": 0.1021,
  "gap_ev": [7.1, 10.1],
  "de_lowest_kj_mol": 0.0
}